{"formula": "C28H49ClGaO4P2", "method": "the ωB97M-V functional and the def2-TZVPD basis", "energy_ha": -4464.74241, "spin_multiplicity": 1, "homo_lumo_gap_ev": 7.0, "lumo_ev": 2.2, "max_force_ha_per_bohr": 0.101, "charge": -1, "elements": ["C", "O", "C", "C", "C", "C", "C", "C", "C", "C", "C", "C", "C", "C", "Ga", "C", "C", "C", "Cl", "P", "P", "O", "O", "O", "H", "H", "H", "H", "H", "H", "H", "H", "H", "H", "H", "H", "H", "H", "H", "H", "H", "H", "H", "H", "H", "H", "H", "H", "H", "H", "H", "H", "H", "H", "H", "H", "H", "H", "H", "H", "H", "C", "C", "C", "C", "C", "C", "H", "H", "H", "H", "H", "H", "C", "C", "C", "C", "C", "C", "H", "H", "H", "H", "H", "H"], "xyz": [[5.859, -1.256, -0.947], [4.892, -0.626, -0.015], [4.966, 0.859, -0.114], [3.458, 1.507, -0.268], [2.932, 1.104, -1.803], [2.088, 2.350, -2.519], [0.935, 2.962, -1.523], [-0.023, 4.085, -2.309], [-1.236, 3.375, -3.166], [-2.732, 4.011, -2.867], [-3.263, 3.725, -1.315], [-3.871, 2.209, -1.174], [-5.320, 2.107, -0.413], [-5.462, 0.564, 0.206], [-4.878, -0.920, -1.111], [-5.560, -2.838, -0.561], [-4.264, -3.853, -0.274], [-3.661, -3.384, 1.189], [-4.434, -4.392, 2.539], [-2.557, -1.073, -1.446], [-2.153, -2.051, -3.402], [-3.481, -2.615, -4.048], [-1.384, -0.788, -4.385], [-0.970, -3.320, -3.019], [5.555, -1.124, -2.070], [5.962, -2.400, -0.708], [6.919, -0.739, -0.790], [5.630, 1.099, -1.058], [5.500, 1.226, 0.875], [2.698, 1.142, 0.569], [3.607, 2.689, -0.215], [2.323, 0.105, -1.761], [3.895, 0.962, -2.472], [2.864, 3.197, -2.809], [1.553, 1.934, -3.492], [0.195, 2.144, -1.118], [1.504, 3.554, -0.670], [-0.520, 4.842, -1.558], [0.660, 4.732, -3.029], [-1.010, 3.617, -4.310], [-1.191, 2.201, -3.071], [-3.482, 3.595, -3.686], [-2.647, 5.183, -3.032], [-3.982, 4.575, -0.951], [-2.283, 3.786, -0.640], [-4.005, 1.731, -2.249], [-3.098, 1.602, -0.499], [-5.301, 2.821, 0.543], [-6.247, 2.412, -1.079], [-6.629, 0.427, 0.397], [-4.930, 0.524, 1.265], [-5.545, -0.667, -2.577], [-6.150, -3.312, -1.469], [-6.294, -2.804, 0.355], [-4.608, -4.981, -0.155], [-3.477, -3.841, -1.145], [-3.813, -2.219, 1.386], [-2.491, -3.556, 1.251], [-1.922, -1.914, -0.425], [-1.512, -0.991, -5.361], [-0.498, -3.465, -3.890], [7.512, -3.453, 2.187], [8.832, -3.296, 2.609], [9.790, -4.254, 2.277], [9.429, -5.365, 1.514], [8.110, -5.520, 1.089], [7.150, -4.567, 1.429], [6.765, -2.708, 2.449], [9.115, -2.427, 3.197], [10.817, -4.135, 2.611], [10.176, -6.109, 1.251], [7.829, -6.385, 0.493], [6.121, -4.691, 1.103], [-3.700, 0.705, 4.526], [-3.891, 1.039, 5.866], [-3.417, 2.255, 6.357], [-2.759, 3.142, 5.504], [-2.572, 2.810, 4.163], [-3.038, 1.589, 3.674], [-4.067, -0.245, 4.145], [-4.409, 0.351, 6.529], [-3.560, 2.512, 7.403], [-2.394, 4.092, 5.885], [-2.061, 3.502, 3.498], [-2.886, 1.328, 2.631]], "forces_ev_per_angstrom": [[0.76, 0.19, 0.22], [1.24, 0.70, -1.67], [-0.28, -0.15, 0.50], [0.86, -0.08, -1.07], [0.19, 0.91, 0.11], [-0.51, -0.75, 0.42], [-0.08, 1.30, -0.58], [0.02, -0.21, -0.03], [0.24, 0.47, -1.11], [0.33, 0.26, 0.22], [1.09, -0.23, -0.63], [-0.37, 0.42, 0.50], [0.74, -0.27, 1.31], [-1.06, 1.51, 0.61], [-1.93, -0.85, -0.14], [0.24, -1.70, -0.39], [-1.25, 0.00, 1.05], [1.60, 0.63, -1.50], [0.48, 0.88, -0.75], [1.80, 0.31, -0.07], [-2.74, -1.48, -0.51], [4.77, 1.68, 1.20], [-1.00, -2.84, 0.17], [-0.97, 2.44, -2.67], [0.37, -0.17, 2.05], [-0.38, 2.32, -0.31], [-2.06, -1.20, -0.37], [-1.41, -0.06, 1.89], [-1.01, -0.55, -2.02], [1.83, 0.80, -1.80], [-0.42, -2.53, 0.00], [1.11, 2.00, -0.18], [-1.94, 0.03, 1.35], [-1.69, -1.67, 0.56], [1.23, 0.93, 1.91], [1.74, 1.44, -0.60], [-1.34, -1.47, -1.45], [1.11, -1.55, -1.23], [-1.37, -1.33, 1.43], [-0.55, -0.66, 2.31], [-0.30, 2.30, 0.03], [1.44, 0.80, 1.86], [-0.15, -2.34, 0.29], [1.15, -1.71, -0.79], [-2.13, 0.00, -1.28], [0.56, 0.78, 2.30], [-1.75, 1.07, -1.78], [-0.09, -1.16, -2.15], [2.03, -0.72, 1.18], [2.39, 0.02, -0.19], [-1.06, 0.19, -2.04], [0.34, 0.24, 0.32], [1.04, 1.04, 1.76], [1.48, -0.33, -1.51], [0.70, 2.27, -0.17], [-1.46, 0.30, 1.86], [-0.08, -2.67, -0.30], [-2.45, 0.12, 0.03], [-0.38, 0.19, -1.18], [-0.06, 0.16, 1.73], [-0.57, -0.04, 1.39], [0.09, -0.10, -0.04], [-0.04, -0.15, -0.09], [-0.18, -0.04, -0.09], [-0.11, 0.15, 0.06], [0.05, 0.12, 0.09], [0.19, 0.04, 0.05], [0.10, -0.11, -0.06], [-0.05, -0.13, -0.08], [-0.13, -0.01, -0.05], [-0.11, 0.10, 0.04], [0.04, 0.13, 0.10], [0.13, 0.03, 0.05], [0.06, 0.14, 0.04], [0.10, 0.11, -0.10], [0.03, -0.02, -0.20], [-0.07, -0.18, -0.04], [-0.07, -0.11, 0.11], [-0.02, 0.04, 0.17], [0.05, 0.14, 0.04], [0.08, 0.09, -0.10], [0.01, -0.03, -0.13], [-0.05, -0.12, -0.05], [-0.08, -0.11, 0.09], [-0.05, 0.04, 0.12]]}